## i
An isolated molecule of C5H9P. Source: the Open Molecules 2025 dataset; level of theory: ωB97M-V with the def2-TZVPD basis set.

Values from the calculation:
E_LUMO   1.092 eV
Structure (SMILES)   P[C@H]1C=CCC1
Kohn-Sham gap   9.951 eV
Spin multiplicity   1

```
15
C5H9P, DFT ωB97M-V with the def2-TZVPD basis set
P 1.54 1.74 -0.56
C 0.09 1.00 0.45
C -1.02 0.36 -0.89
C -0.93 -0.97 -0.82
C 0.00 -1.38 0.32
C 0.40 -0.26 1.30
H 0.79 2.45 -1.51
H 1.24 0.60 -1.38
H -0.56 1.76 1.01
H -1.85 1.03 -1.27
H -1.39 -1.72 -1.37
H -0.56 -2.18 0.89
H 0.95 -1.92 -0.14
H -0.19 -0.15 2.24
H 1.49 -0.36 1.72
```


## ii
A 2-piece molecular cluster, C5H9P overall. Source: the Open Molecules 2025 dataset; level of theory: ωB97M-V with the def2-TZVPD basis set.

Values from the calculation:
E_LUMO   0.452 eV
Structure (SMILES)   C#CC.C=PC
Kohn-Sham gap   9.763 eV
Spin multiplicity   1

```
15
C5H9P, DFT ωB97M-V with the def2-TZVPD basis set
C 0.28 -0.14 -1.73
C 1.13 -0.94 -2.08
C 2.20 -1.75 -2.59
H -0.67 0.20 -1.41
H 2.14 -2.77 -2.18
H 2.32 -1.71 -3.65
H 3.14 -1.49 -2.09
C -1.75 -0.14 1.14
P -2.35 0.91 2.30
C -0.91 2.07 2.65
H -2.49 -0.93 1.00
H -0.92 -0.14 0.62
H -0.42 1.79 3.56
H -1.48 3.00 2.63
H -0.22 2.05 1.82
```


Most stable to least stable, the ends of the list are i and ii.


## i
A 2-piece molecular cluster, C4H12 overall. Source: the Open Molecules 2025 dataset; level of theory: ωB97M-V with the def2-TZVPD basis set.

Values from the calculation:
E_LUMO   1.111 eV
Structure (SMILES)   CC.CC
Kohn-Sham gap   12.399 eV
Spin multiplicity   1

```
16
C4H12, DFT ωB97M-V with the def2-TZVPD basis set
C -1.27 -0.23 -1.18
C -2.56 0.48 -1.52
H -1.53 -1.28 -1.38
H -0.30 0.16 -1.58
H -1.01 -0.11 -0.12
H -3.35 -0.03 -2.03
H -2.37 1.26 -2.30
H -3.13 0.90 -0.69
C 1.46 -0.35 0.83
C 2.41 0.08 1.90
H 1.96 -0.95 0.07
H 0.50 -0.89 0.94
H 1.05 0.51 0.31
H 2.17 1.22 2.06
H 3.48 -0.01 1.59
H 2.30 -0.43 2.86
```


## ii
A 2-piece molecular cluster, C4H12 overall. Source: the Open Molecules 2025 dataset; level of theory: ωB97M-V with the def2-TZVPD basis set.

Values from the calculation:
E_LUMO   1.154 eV
Structure (SMILES)   CC.CC
Kohn-Sham gap   13.021 eV
Spin multiplicity   1

```
16
C4H12, DFT ωB97M-V with the def2-TZVPD basis set
C -0.49 -0.90 -1.59
C -0.50 -1.16 -3.10
H -0.59 0.16 -1.37
H -1.31 -1.43 -1.12
H 0.44 -1.26 -1.16
H -0.32 -2.22 -3.30
H 0.28 -0.59 -3.60
H -1.46 -0.88 -3.53
C 0.22 0.63 1.76
C 0.76 1.43 2.95
H 0.01 -0.40 2.05
H -0.69 1.08 1.36
H 0.94 0.61 0.93
H 0.01 1.47 3.73
H 1.64 0.93 3.37
H 1.03 2.44 2.66
```


Most stable to least stable, the ends of the list are ii and i.


## i
A 2-piece molecular cluster, C4H12 overall. Source: the Open Molecules 2025 dataset; level of theory: ωB97M-V with the def2-TZVPD basis set.

Values from the calculation:
E_LUMO   1.141 eV
Structure (SMILES)   CC.CC
Kohn-Sham gap   12.549 eV
Spin multiplicity   1

```
16
C4H12, DFT ωB97M-V with the def2-TZVPD basis set
C 0.94 -0.80 -1.59
C 1.17 -1.60 -2.87
H 0.47 -1.44 -0.82
H 0.16 -0.08 -1.88
H 1.81 -0.39 -1.07
H 2.22 -1.98 -3.03
H 0.49 -2.42 -2.95
H 1.14 -0.96 -3.78
C -0.86 0.78 1.63
C -1.28 1.61 2.81
H -0.03 0.14 1.97
H -0.38 1.43 0.81
H -1.75 0.09 1.27
H -0.85 2.64 2.85
H -0.91 1.23 3.79
H -2.35 1.75 2.85
```


## ii
A 2-piece molecular cluster, C4H12 overall. Source: the Open Molecules 2025 dataset; level of theory: ωB97M-V with the def2-TZVPD basis set.

Values from the calculation:
E_LUMO   1.101 eV
Structure (SMILES)   CC.CC
Kohn-Sham gap   12.473 eV
Spin multiplicity   1

```
16
C4H12, DFT ωB97M-V with the def2-TZVPD basis set
C -0.52 2.42 1.61
C -1.33 1.92 0.43
H 0.31 1.74 1.79
H 0.00 3.42 1.61
H -1.20 2.47 2.40
H -0.59 1.54 -0.27
H -1.99 2.58 -0.15
H -1.88 1.06 0.50
C 1.24 -2.23 -1.59
C 0.48 -2.12 -0.32
H 0.92 -1.59 -2.39
H 2.25 -2.04 -1.47
H 1.19 -3.08 -2.12
H -0.54 -2.28 -0.48
H 0.76 -1.03 -0.03
H 0.88 -2.77 0.47
```


Most stable to least stable, the ends of the list are i and ii.